Record 1
117
Properties=species:S:1:pos:R:3:lowdin_spin:R:1 method="wB97M-V/def2-TZVPD" max_force_ev_per_a=1.66 s_squared=2.019 e_homo_ha="-0.3527 / -0.3485" energy_ha=-4962.68840 spin_multiplicity=3 orbital_gap_ev="6.894 / 7.104" total_charge=+1
C -0.687 2.591 3.948 0.00
C -4.769 -0.509 -1.264 0.00
C 5.757 -0.610 -1.547 0.00
C 3.365 -0.911 2.138 0.00
C 4.243 0.058 -4.633 0.00
C 3.285 1.228 -1.226 0.00
H 2.461 2.761 5.139 0.00
C 1.440 -2.257 1.678 0.00
H -4.280 0.271 -4.751 0.00
C 2.958 -0.165 -3.832 0.00
H 4.607 1.816 -2.811 0.00
H -1.677 2.919 4.208 0.00
C -3.315 1.020 4.188 0.00
H -0.561 -4.460 3.368 0.00
H 3.824 4.819 0.087 0.00
H -4.728 2.553 2.264 0.00
C 4.296 3.411 -1.454 0.00
H 2.282 1.896 -3.914 0.00
C -0.186 -4.125 -0.073 0.00
C -3.384 -0.332 -4.881 0.00
S -3.260 -1.435 -3.415 0.00
C -2.950 2.649 -3.212 0.00
H 4.908 4.090 -2.025 0.00
C -2.158 0.533 -5.092 0.00
H -1.290 -0.090 -5.321 0.00
H -3.207 3.088 0.475 0.00
H -5.506 -0.580 -3.318 0.00
H -2.306 -4.591 -0.090 0.00
C 1.859 1.799 3.326 0.00
C 1.637 2.512 4.488 0.00
H -3.251 3.981 2.856 0.00
H 3.672 -3.939 3.602 0.00
H -5.493 1.045 2.734 0.00
C 3.682 3.815 -0.282 0.00
H -2.103 -3.891 3.979 0.00
H 0.983 0.723 -3.626 0.00
H 1.157 -5.498 0.959 0.00
H -0.822 -0.641 2.933 0.00
H 1.484 -4.214 2.552 0.00
C -1.513 -4.030 3.073 0.00
H 4.923 -1.817 3.291 0.00
C 2.888 2.923 0.415 0.00
Pr -0.245 -0.465 -1.306 2.08
H 5.162 -3.222 -0.805 0.00
H 5.676 -0.048 -0.617 0.00
C 2.015 -3.286 2.423 0.00
H -3.322 3.107 -4.127 0.00
C 0.154 -5.478 0.545 0.00
H -3.516 -0.965 -5.761 0.00
H -2.054 -4.726 2.436 0.00
H -2.323 1.220 -5.924 0.00
H -0.246 3.811 0.668 0.00
C 4.106 2.121 -1.908 0.00
H -4.069 0.350 4.604 0.00
H -4.380 -1.223 -0.535 0.00
H 4.023 -0.165 -5.676 0.00
H 0.119 -6.230 -0.242 0.00
C 3.251 -3.130 3.022 0.00
H -5.360 -2.144 -2.515 0.00
C -4.106 2.060 -2.416 0.00
H 2.577 -1.144 -4.158 0.00
H -2.347 0.738 4.596 0.00
H 0.581 -3.912 -0.837 0.00
C -3.354 0.905 2.667 0.00
C -2.288 3.209 1.060 0.00
C 1.922 0.900 -4.178 0.00
H -3.563 2.027 4.517 0.00
H 1.704 0.882 -5.244 0.00
H 5.951 0.089 -2.357 0.00
H -2.332 -2.386 1.986 0.00
C -2.528 4.291 2.106 0.00
I 0.097 -2.504 -3.551 -0.01
H -2.920 5.182 1.615 0.00
P -0.208 -2.507 0.903 -0.01
C -1.549 -4.208 -0.772 0.00
H -0.962 2.852 -0.629 0.00
H -1.483 -4.882 -1.623 0.00
C 0.831 1.473 2.445 0.00
H -3.357 -0.170 2.430 0.00
H -1.893 -3.230 -1.141 0.00
H -1.682 -1.545 4.194 0.00
C 2.103 -1.023 1.560 0.00
H 0.149 3.475 5.699 0.00
S -3.548 0.847 -1.150 0.00
H 3.402 -3.009 -0.739 0.00
P 2.919 -0.417 -1.954 0.00
H -2.445 3.414 -2.620 0.00
C 4.494 -1.432 -1.774 0.00
H 2.868 1.498 3.095 0.00
H 0.023 -1.879 3.873 0.00
H 2.422 3.246 1.335 0.00
C -4.895 -1.164 -2.630 0.00
H -1.603 4.562 2.610 0.00
C 3.942 -1.943 2.858 0.00
S -1.585 1.519 -3.660 0.00
H 6.612 -1.280 -1.472 0.00
H 4.460 -2.053 0.300 0.00
H -4.614 2.873 -1.892 0.00
Si 1.285 0.572 0.800 -0.02
P -1.850 1.461 1.622 -0.01
C -1.350 -2.674 2.395 0.00
C 4.362 -2.493 -0.686 0.00
H -4.839 1.224 1.109 0.00
C -1.166 3.634 0.114 0.00
H 5.047 -0.604 -4.325 0.00
H 4.560 -1.957 -2.736 0.00
H -0.559 -5.771 1.308 0.00
C 0.352 2.913 4.799 0.00
H 4.598 1.086 -4.604 0.00
C -4.677 1.473 2.154 0.00
C 2.658 1.626 -0.033 0.00
C -0.929 -1.617 3.412 0.00
H -5.736 -0.142 -0.915 0.00
C -0.471 1.868 2.777 0.00
H -4.821 1.550 -3.054 0.00
H 3.919 0.009 1.998 0.00
H -1.436 4.553 -0.403 0.00



Record 2
118
Properties=species:S:1:pos:R:3:lowdin_charge:R:1 method="wB97M-V/def2-TZVPD" max_force_ev_per_a=0.43 e_above_lowest_kj_mol=8.0 e_homo_ha=-0.2774 energy_ha=-2877.81657 orbital_gap_ev=6.987
H 7.262 0.724 -1.145 0.08
C 0.240 -4.893 3.825 -0.19
C -3.976 1.009 -6.411 -0.06
C -2.489 -0.310 -4.870 0.00
H -3.701 1.951 -6.891 0.08
C -0.023 -2.216 -5.476 -0.16
N -0.311 -2.393 -4.050 0.07
H 1.224 -4.806 3.357 0.02
H 0.175 -4.130 4.606 0.02
Na -0.204 0.186 0.208 0.18
N 2.740 -1.713 -4.690 0.03
C -3.973 0.168 3.753 -0.12
C 5.140 1.015 -1.418 -0.27
H 1.718 0.187 4.818 0.08
C 2.851 -2.412 1.170 -0.15
C 3.724 -1.297 1.750 -0.14
H -3.906 1.911 1.548 0.07
H 3.404 -3.330 0.970 0.12
H 6.351 0.878 0.357 0.08
H 4.718 -1.301 1.296 0.11
H -0.021 -6.086 0.845 0.02
H -2.047 4.344 0.528 0.11
H -2.579 3.287 5.957 0.08
C 0.650 3.948 0.382 -0.23
C -2.147 2.391 5.501 -0.11
N 1.831 3.350 -0.251 0.06
H 3.849 -1.378 2.830 0.11
H 2.008 -2.636 1.826 0.09
C -0.990 3.838 3.816 -0.13
N -1.779 3.071 -1.090 0.07
H 0.032 3.146 0.797 0.07
H 4.429 -2.065 -3.607 0.13
C -2.622 1.721 -2.919 -0.09
H 1.008 4.526 1.233 0.10
H -3.162 3.762 -2.447 0.12
H 0.661 1.489 5.338 0.06
O -1.537 0.247 -1.411 -0.06
H -0.809 -1.685 -2.215 0.14
H 2.429 0.220 -5.395 0.12
Si -1.113 -4.650 2.544 0.36
H 5.742 -0.740 -2.424 0.12
H -1.370 4.703 4.368 0.08
H -1.187 -7.031 1.785 0.02
C -0.676 -1.953 1.206 -0.11
H 0.644 -3.032 -5.756 0.12
H 0.301 -3.021 -3.555 0.14
C -2.549 2.924 -2.080 -0.11
H 3.029 -1.826 -0.922 0.11
H 1.376 1.543 3.732 0.06
C 0.600 -0.851 -5.772 -0.16
H 2.324 0.325 2.173 0.10
H -0.929 -2.372 -6.055 0.10
C 6.427 1.240 -0.672 -0.05
C 2.959 -0.033 1.363 -0.15
H 0.174 -5.875 4.302 0.03
H -3.714 2.770 -4.379 0.12
C -2.942 0.274 2.632 -0.55
H -2.932 0.851 0.517 0.04
C 2.555 0.673 -2.702 -0.31
H -2.856 -3.875 4.120 0.02
C -0.227 4.839 -0.517 -0.16
C -3.217 0.804 -5.130 -0.27
C -3.222 1.831 -4.135 0.02
H -4.812 -0.447 3.416 0.08
C -2.779 -4.700 3.405 -0.19
H -2.819 1.560 5.696 0.05
H 0.167 -0.113 -5.105 0.09
C -1.011 -6.062 1.310 -0.20
H 1.348 -2.176 -0.386 0.09
H -5.055 1.040 -6.237 0.08
H 0.657 2.251 -1.569 0.12
H -3.588 -4.585 2.680 0.03
C 1.650 2.504 -1.178 -0.11
H 4.149 2.695 -0.452 0.12
C -0.850 -0.846 4.976 -0.10
C -0.253 0.087 3.926 -0.55
O 1.446 0.489 -3.218 0.04
C 2.123 -0.788 -5.658 -0.16
H -1.312 -0.308 5.805 0.06
H -1.750 -5.928 0.516 0.02
H -2.934 -5.637 3.947 0.02
H 0.119 -0.572 3.133 0.05
H -1.210 2.190 6.021 0.06
H -3.576 -0.285 4.661 0.05
H 0.019 3.631 4.184 0.07
C 4.028 1.893 -1.174 0.01
C -0.986 -1.555 -3.278 -0.01
C 2.314 -1.765 -0.091 -0.19
H -2.317 5.119 -1.042 0.11
H 3.617 0.783 1.060 0.11
H 2.573 -1.025 -6.625 0.12
C 0.938 0.876 4.479 -0.13
H -4.384 1.147 4.015 0.07
H 2.989 -2.595 -5.107 0.13
C 3.631 -1.338 -3.749 -0.05
O 2.116 -0.386 0.257 -0.19
H -0.902 4.111 2.763 0.04
H -4.503 0.305 1.128 0.08
H -3.778 0.205 -7.120 0.07
C -0.892 -3.060 1.711 -0.28
H -2.453 -1.087 -5.623 0.11
H 0.141 4.809 -1.545 0.11
H 6.671 2.302 -0.621 0.08
C 4.940 -0.029 -2.243 -0.02
H -2.582 -0.725 2.373 0.07
C -1.689 4.395 -0.506 -0.23
C -3.601 0.870 1.381 -0.13
H 0.327 -0.554 -6.788 0.12
C 3.696 -0.224 -2.954 -0.14
H -0.058 -1.479 5.392 0.07
P -1.362 1.204 2.934 1.09
C -1.980 0.464 -2.542 -0.30
H -2.878 2.892 3.557 0.09
C -1.836 -0.512 -3.616 -0.12
C 2.796 1.727 -1.710 -0.11
H -1.589 -1.513 4.530 0.06
C -1.912 2.632 4.007 -0.54
H -0.168 5.881 -0.195 0.11



Record 3
121
Properties=species:S:1:pos:R:3:lowdin_spin:R:1 method="wB97M-V/def2-TZVPD" max_force_ev_per_a=0.66 s_squared=0.784 e_above_lowest_kj_mol=0.0 e_homo_ha="-0.6039 / -0.6039" energy_ha=-4609.07440 spin_multiplicity=2 orbital_gap_ev="7.836 / 5.033" total_charge=+3
H -3.962 0.018 1.930 0.00
N -0.033 3.307 -0.494 0.00
C 4.596 0.553 1.522 0.00
C 2.317 0.835 2.497 0.00
H -2.905 0.069 -5.142 0.00
H -1.343 4.119 3.304 0.00
C -0.192 4.641 -0.645 0.00
C -2.826 0.816 0.263 0.00
H 1.267 -0.120 -5.254 0.00
H -0.395 6.258 0.819 0.00
C -0.860 -4.805 -2.172 0.00
H 4.996 0.440 2.529 0.00
H 1.131 -1.090 -3.784 0.00
H 1.062 -3.881 4.932 0.00
H -0.437 6.442 -1.600 0.00
Se -0.372 -1.701 0.514 0.42
C -2.851 -0.040 -4.059 0.00
H -1.248 -4.803 4.334 0.00
C -2.672 1.331 -3.400 0.00
H -4.887 2.250 1.286 0.00
C -0.191 4.183 1.545 0.00
H 1.869 5.816 -2.066 0.00
C 2.575 0.315 0.100 0.01
H -3.912 2.418 -4.793 0.00
H 2.692 0.722 3.515 0.00
H -1.660 -0.287 2.674 0.00
H 2.754 2.020 -5.219 0.00
H -2.298 0.975 3.666 0.00
N -1.534 1.093 0.029 0.00
C -4.017 2.170 1.934 0.00
C 3.083 0.121 -1.178 0.00
C 2.933 -5.716 1.769 0.00
H -2.020 -0.708 -3.823 0.00
H -1.373 1.632 2.449 0.00
N 1.412 0.953 -0.018 0.02
H -1.121 -4.656 -3.222 0.00
C 3.142 0.067 1.466 0.00
H 5.227 -0.019 0.843 0.00
C -1.264 -2.659 4.373 0.00
H -1.079 -4.090 2.757 0.00
H -1.751 1.782 -3.777 0.00
C -0.295 4.319 3.044 0.00
H 2.360 1.905 2.286 0.00
H 1.163 -2.213 2.984 0.00
C 1.530 -3.237 2.965 0.00
C 3.026 -6.920 -0.370 0.08
C 2.188 -6.058 -1.011 0.00
C -3.850 2.253 -3.718 0.00
H -1.233 -4.946 0.703 0.00
H 1.262 0.464 2.597 0.00
H -1.580 5.785 -3.594 0.00
C -0.769 -3.981 3.803 0.00
H 2.591 -3.222 3.217 0.00
H -0.468 -5.823 -2.108 0.00
Ir -0.062 1.092 1.294 0.01
H 1.632 3.477 3.518 0.00
H 3.227 0.215 -3.754 0.00
H -3.748 3.221 -3.230 0.00
C 1.150 -0.069 -4.173 0.00
H -0.037 2.599 -2.665 0.00
H 4.071 -7.476 1.443 0.00
C -0.263 5.416 -1.933 0.00
C 0.589 3.336 3.803 0.00
H 1.915 -6.187 -2.048 0.00
H -1.030 -2.581 5.435 0.00
H 3.438 -7.767 -0.902 0.00
H -0.044 5.836 4.557 0.00
H -2.347 -3.613 -1.159 0.00
C 2.408 2.127 -4.192 0.00
H 4.661 1.604 1.241 0.00
H -2.951 -5.097 -1.839 0.00
H 1.039 -5.173 3.760 0.00
H 3.122 2.758 -3.662 0.00
H -3.356 3.014 1.720 0.00
H 0.279 2.309 3.607 0.00
H 3.134 -1.005 1.680 0.00
C -1.457 5.037 -2.811 0.00
H -4.514 0.641 -1.155 0.00
C -2.076 0.715 2.627 0.00
H 0.988 6.029 -3.579 0.00
N 0.870 -3.970 -0.554 0.05
H 0.498 3.504 4.875 0.00
C -1.999 -5.381 0.054 0.00
H 0.185 0.397 -3.965 0.00
H -1.752 -6.435 -0.083 0.00
C 1.698 -4.990 -0.239 0.11
H -2.380 5.009 -2.230 0.00
N 1.188 1.262 -1.315 0.00
C 0.744 -4.134 3.917 0.00
C 2.066 -4.821 1.123 0.11
N 1.444 -3.698 1.567 0.04
H 1.036 6.029 3.174 0.00
H -4.793 1.807 -3.399 0.00
C 1.068 5.411 -2.685 0.00
C 0.247 -3.798 -1.886 0.00
N -1.332 1.340 -1.283 0.00
H -1.324 4.075 -3.304 0.00
H 3.218 -5.594 2.804 0.00
C -3.467 0.812 -0.971 0.00
B -0.036 2.165 -1.572 0.00
C -2.508 1.163 -1.920 0.00
C -0.285 5.209 0.613 0.00
C 0.714 -3.156 0.540 0.01
H -2.942 -5.338 0.597 0.00
H 1.353 4.409 -2.998 0.00
H -3.777 -0.510 -3.724 0.00
H 1.057 -3.879 -2.612 0.00
C 2.291 0.742 -3.555 0.00
H 1.446 2.635 -4.228 0.00
C -2.107 -4.673 -1.294 0.00
N -0.010 3.040 0.860 0.01
C 2.187 0.734 -2.055 0.00
H 4.022 -0.330 -1.449 0.00
H -2.344 -2.558 4.263 0.00
C -3.285 0.842 1.697 0.00
H -0.791 -1.808 3.874 0.00
C 0.024 5.752 3.473 0.00
H -0.132 -2.778 -1.924 0.00
H -0.674 6.472 3.049 0.00
H -4.354 2.238 2.968 0.00
C 3.396 -6.750 1.010 0.10



Record 4
144
Properties=species:S:1:pos:R:3:lowdin_charge:R:1 method="wB97M-V/def2-TZVPD" max_force_ev_per_a=5.10 e_above_lowest_kj_mol=130.1 e_homo_ha=-0.3503 energy_ha=-19192.06456 orbital_gap_ev=9.001
O -35.700 19.351 -0.196 0.07
O -23.594 20.049 -0.899 0.21
H -30.487 21.149 6.034 0.09
C -30.514 14.680 2.284 -0.65
C -25.948 18.023 1.530 -0.01
Br -31.242 13.019 -2.434 0.70
H -31.059 10.576 5.225 0.15
H -28.170 13.607 -2.347 0.07
C -26.452 11.549 0.574 -0.63
H -33.007 17.849 -4.558 0.14
H -31.368 21.605 2.288 0.05
H -36.772 19.580 4.656 0.08
O -34.738 17.369 -0.419 0.20
H -30.733 11.924 0.503 0.01
O -25.604 19.151 -0.491 0.06
C -35.891 20.484 -1.088 -0.29
H -25.028 14.743 3.034 0.09
C -30.056 11.396 7.723 -0.52
O -36.885 15.073 2.702 0.19
C -24.468 12.613 1.146 -0.03
O -25.859 14.496 -2.280 0.09
O -31.554 15.486 2.535 0.08
H -33.809 21.080 -1.439 0.11
C -29.439 21.105 6.364 -0.02
H -34.116 18.020 1.940 0.08
H -36.744 20.180 -1.700 0.16
O -24.788 20.689 0.872 0.04
H -26.744 17.878 2.272 0.07
H -36.106 19.040 2.347 0.13
Br -34.347 12.532 2.763 0.66
H -29.026 11.337 -1.397 0.01
H -33.782 17.551 3.665 0.14
H -28.055 10.710 4.837 0.09
O -34.921 16.156 2.711 0.04
C -35.941 18.897 4.491 -0.03
C -34.574 20.422 -1.854 -0.09
C -33.206 13.407 5.161 -0.66
C -24.552 19.982 -0.260 -0.60
O -25.874 16.676 -2.093 0.07
H -29.005 22.068 6.114 0.08
C -29.552 10.643 -2.035 -0.65
H -25.843 17.101 0.953 0.08
O -29.765 11.658 6.414 0.06
H -26.331 13.544 3.224 0.09
O -27.168 10.731 0.228 0.19
H -27.505 19.021 0.393 0.14
H -35.286 13.684 4.669 0.04
C -30.790 16.052 -0.815 -0.05
O -30.222 10.047 7.920 0.05
H -29.858 11.589 -3.942 0.01
C -36.275 16.048 2.720 -0.58
H -27.781 13.311 -4.074 0.09
Br -33.425 14.111 7.004 0.59
H -31.246 10.718 -3.424 0.05
H -32.223 18.483 -2.999 0.10
Br -28.157 9.706 -3.063 0.63
O -29.028 18.429 2.641 0.17
H -29.146 8.733 6.672 0.13
H -30.117 9.919 -1.467 0.06
H -31.907 22.567 0.164 0.02
H -29.559 20.851 7.414 0.09
H -32.931 19.576 -6.083 0.09
H -31.491 17.512 2.007 0.04
Br -31.586 19.734 0.648 0.81
C -30.750 21.322 1.437 -0.65
H -30.679 16.991 -1.362 0.07
H -34.762 20.630 -2.908 0.14
H -26.192 14.811 -4.348 0.16
O -29.947 14.973 1.136 0.11
O -25.150 11.374 0.795 0.08
C -30.060 17.472 -4.831 -0.52
H -26.725 17.065 -3.915 0.13
H -34.965 12.094 5.209 0.06
O -30.183 12.200 8.629 0.12
C -34.508 17.559 2.850 -0.06
H -35.027 19.431 4.780 0.08
H -26.695 21.416 0.827 0.13
H -24.995 18.037 2.062 0.10
H -27.667 20.092 5.690 0.16
H -30.103 18.372 6.480 0.14
C -25.857 14.239 2.535 -0.03
C -26.682 14.925 -3.382 -0.26
C -34.834 18.488 -0.731 -0.62
C -29.201 18.715 3.742 -0.58
C -25.637 13.624 1.181 -0.28
C -29.035 10.352 4.522 -0.01
H -32.476 12.612 5.161 0.04
H -36.190 22.630 -0.975 0.09
C -26.884 16.419 -3.060 -0.08
C -26.463 19.154 0.660 -0.29
H -30.136 15.333 -1.316 0.04
O -29.217 20.005 4.197 0.06
H -29.647 16.988 0.717 0.13
C -35.852 18.310 3.111 -0.30
C -34.512 12.918 4.671 -0.69
O -30.155 11.520 1.165 -0.07
O -31.150 17.101 -4.083 0.04
C -32.115 18.154 -4.026 -0.07
C -31.362 19.392 -4.646 -0.27
C -30.873 22.472 0.466 -0.71
H -29.546 12.231 1.421 0.01
H -29.328 11.092 3.774 0.07
H -26.176 20.536 2.333 0.13
H -30.849 19.935 -3.848 0.15
C -26.186 20.548 1.246 -0.06
C -30.047 10.447 5.622 -0.30
O -24.282 15.544 -1.096 0.18
C -29.121 18.583 6.044 -0.05
H -27.857 16.598 -2.608 0.12
Br -30.568 24.154 1.390 0.65
C -27.949 14.072 -3.295 -0.04
H -32.877 14.320 4.696 0.02
H -32.408 21.095 -5.297 0.09
H -30.199 22.412 -0.379 0.06
H -23.954 12.664 2.097 0.13
H -26.673 14.979 2.488 0.08
H -25.568 14.411 0.425 0.11
H -31.780 15.650 -1.045 0.08
H -29.777 21.041 1.819 0.04
C -28.753 20.015 5.556 -0.30
O -29.195 17.853 4.781 0.07
H -28.819 14.569 -3.733 0.06
H -35.190 21.918 0.292 0.09
O -26.823 12.820 0.865 0.07
C -30.422 16.237 0.595 -0.30
H -30.924 8.701 6.508 0.13
C -30.056 9.334 6.680 -0.08
H -28.358 18.160 6.693 0.13
C -31.546 16.516 1.562 -0.16
C -36.079 21.768 -0.318 -0.01
H -31.428 20.503 -6.502 0.09
O -36.851 17.270 2.981 0.06
H -28.952 9.347 4.117 0.10
C -32.078 20.130 -5.715 -0.03
H -35.982 18.103 5.246 0.10
H -32.525 16.577 1.069 0.11
O -30.229 13.790 2.947 0.20
H -37.010 21.678 0.241 0.09
H -23.869 12.818 0.270 0.13
O -34.103 19.062 -1.728 0.01
C -25.226 15.559 -1.774 -0.63
C -30.436 11.341 -3.061 -0.67
O -29.064 16.824 -4.983 0.15
O -30.237 18.722 -5.327 0.06